Entry 1:
Molecular formula: C43H60BCeN11O3
Method: DFT, the ωB97M-V functional and the def2-TZVPD basis

CARTESIAN COORDINATES (ANGSTROEM)
Ce 0.464 -0.534 0.001
C -2.749 -5.211 -1.250
C -1.679 -4.224 -1.569
C -0.882 -4.203 -2.703
C 0.005 -3.145 -2.537
N -0.278 -2.516 -1.376
N -1.301 -3.203 -0.783
B -1.827 -2.924 0.643
N -2.518 -1.542 0.740
N -1.890 -0.326 0.816
C -2.845 0.604 1.062
C -4.085 -0.025 1.068
C -3.842 -1.377 0.887
C -4.857 -2.468 0.899
C -2.600 2.044 1.470
C -1.848 2.024 2.812
C -1.779 2.833 0.450
C -3.945 2.751 1.654
N -0.690 -3.070 1.682
N 0.424 -2.278 1.760
C 1.197 -2.762 2.741
C 0.572 -3.866 3.315
C -0.613 -4.040 2.615
C -1.627 -5.109 2.834
C 2.513 -2.172 3.161
C 2.988 -1.126 2.157
C 2.327 -1.521 4.543
C 3.568 -3.287 3.245
C 1.174 -2.803 -3.429
C 2.471 -3.187 -2.698
C 1.194 -1.310 -3.760
C 1.080 -3.593 -4.737
H -2.864 -5.889 -2.092
H -3.708 -4.728 -1.064
H -2.495 -5.800 -0.369
H -0.927 -4.905 -3.517
H -2.642 -3.743 0.887
H -5.052 0.416 1.234
H -5.841 -2.029 1.040
H -4.674 -3.172 1.711
H -4.861 -3.029 -0.036
H -0.938 1.430 2.722
H -2.467 1.591 3.599
H -1.579 3.041 3.106
H -0.779 2.424 0.351
H -1.683 3.868 0.783
H -2.261 2.831 -0.530
H -4.541 2.281 2.437
H -4.519 2.739 0.726
H -3.777 3.790 1.937
H 0.927 -4.476 4.127
H -1.318 -5.721 3.677
H -1.717 -5.751 1.958
H -2.611 -4.692 3.050
H 2.235 -0.341 2.010
H 3.225 -1.585 1.193
H 3.894 -0.644 2.522
H 1.555 -0.749 4.507
H 3.261 -1.062 4.870
H 2.031 -2.261 5.286
H 3.651 -3.812 2.292
H 3.322 -4.015 4.016
H 4.541 -2.857 3.487
H 2.558 -2.655 -1.748
H 3.338 -2.934 -3.309
H 2.493 -4.258 -2.494
H 1.329 -0.725 -2.849
H 0.262 -1.009 -4.242
H 2.024 -1.091 -4.432
H 1.163 -4.666 -4.562
H 1.893 -3.297 -5.399
H 0.135 -3.394 -5.246
N 3.742 0.275 -1.120
C 2.735 -0.152 -0.747
O 0.364 2.917 7.173
C 1.541 3.506 6.687
N 1.522 3.230 5.266
C 2.545 3.588 4.458
O 3.557 4.123 4.859
C 2.339 3.278 3.000
C 2.856 4.138 2.038
C 2.630 3.856 0.703
C 1.920 2.716 0.372
N 1.469 1.848 1.287
C 1.682 2.138 2.575
H 0.278 3.102 8.112
H 2.443 3.068 7.122
H 1.562 4.588 6.858
H 0.631 2.929 4.904
H 3.419 5.008 2.355
H 3.000 4.502 -0.080
H 1.714 2.483 -0.665
H 1.335 1.410 3.302
C -0.896 3.012 -5.891
N -1.214 2.302 -4.665
N -0.318 2.146 -3.638
C -0.812 1.221 -2.764
O -0.215 0.916 -1.673
C -2.046 0.788 -3.282
C -2.248 1.465 -4.461
C -3.371 1.374 -5.431
C 0.827 2.976 -3.458
C 0.674 4.357 -3.386
C 1.789 5.158 -3.203
C 3.047 4.583 -3.075
C 3.190 3.204 -3.126
C 2.081 2.397 -3.330
H 0.092 3.451 -5.809
H -1.622 3.803 -6.073
H -0.905 2.325 -6.737
H -2.693 0.062 -2.818
H -4.147 0.725 -5.034
H -3.033 0.958 -6.382
H -3.799 2.357 -5.626
H -0.313 4.798 -3.467
H 1.672 6.232 -3.150
H 3.915 5.216 -2.938
H 4.162 2.744 -3.012
H 2.200 1.325 -3.383

Cartesian forces (eV/Å) of the 3 atoms listed first:
-0.9 0.5 -0.4
0.0 0.1 0.1
0.1 0.0 -0.2

## Properties
Gap between HOMO and LUMO (alpha / beta): 5.765 / 5.768 eV
Lowest unoccupied orbital energy (alpha / beta): -7.941 / -7.938 eV
Spin multiplicity: 1
Strongest force on any atom: 1.97 eV/Å
Molar mass: 929.96 g/mol
Net charge: +2
Calculated total energy: -3002.25682 a.u.

Entry 2:
Molecular formula: C43H60CsFN8O5
Method: DFT, the ωB97M-V functional and the def2-TZVPD basis

CARTESIAN COORDINATES (ANGSTROEM)
Cs 0.044 0.304 -0.466
C 3.854 3.556 -0.226
C 2.820 2.572 0.241
N 1.563 2.710 0.037
N 1.148 3.751 -0.743
C -0.123 4.088 -0.482
O -0.864 3.696 0.434
C -0.666 5.106 -1.470
C -2.033 5.360 -1.468
C -2.591 6.247 -2.379
C -1.782 6.902 -3.298
C -0.412 6.664 -3.296
C 0.141 5.771 -2.390
C 3.257 1.347 0.955
C 4.616 1.040 1.076
C 4.995 -0.125 1.715
C 4.017 -0.959 2.235
C 2.692 -0.575 2.081
N 2.317 0.536 1.458
H 3.352 4.455 -0.572
H 4.435 3.138 -1.054
H 4.548 3.809 0.579
H -2.636 4.839 -0.736
H -3.660 6.425 -2.374
H -2.214 7.594 -4.012
H 0.226 7.173 -4.009
H 1.202 5.561 -2.387
H 5.360 1.689 0.637
H 6.044 -0.385 1.795
H 4.260 -1.877 2.755
H 1.891 -1.179 2.496
C 0.148 -3.596 2.180
C -0.230 -3.407 3.650
C -1.693 -3.791 3.884
C 0.104 -2.024 4.184
C 1.005 -1.937 5.240
C 1.350 -0.716 5.799
C 0.771 0.436 5.292
C -0.134 0.398 4.236
C -0.708 1.706 3.719
C 0.388 2.677 3.275
C -1.603 2.378 4.765
C -0.473 -0.846 3.650
N -1.270 -0.927 2.509
C -2.588 -0.790 2.646
C -3.323 -0.649 3.858
C -4.705 -0.532 3.882
C -5.464 -0.559 2.721
C -4.786 -0.729 1.508
C -3.425 -0.845 1.497
F -2.807 -1.033 0.288
H -0.046 -4.628 1.871
H 1.205 -3.388 2.007
H -0.440 -2.909 1.570
H 0.382 -4.106 4.234
H -2.362 -3.168 3.293
H -1.965 -3.672 4.935
H -1.858 -4.836 3.602
H 1.445 -2.851 5.628
H 2.064 -0.662 6.613
H 1.039 1.399 5.715
H -1.320 1.476 2.848
H 0.959 3.040 4.139
H -0.050 3.529 2.756
H 1.075 2.199 2.579
H -1.037 2.595 5.677
H -2.455 1.751 5.030
H -1.983 3.325 4.375
H -2.769 -0.640 4.789
H -5.199 -0.416 4.843
H -6.541 -0.459 2.743
H -5.315 -0.773 0.562
C 0.033 -5.329 -2.223
C 0.983 -4.211 -1.800
C 1.981 -4.723 -0.771
O 0.228 -3.127 -1.243
C 1.670 -3.662 -3.090
O 2.880 -3.982 -3.264
O 0.961 -2.974 -3.841
H -0.518 -5.707 -1.355
H 0.592 -6.158 -2.663
H -0.675 -4.951 -2.961
H 1.457 -5.249 0.033
H 2.521 -3.886 -0.327
H 2.699 -5.395 -1.238
H -0.283 -3.473 -0.502
C 0.817 0.495 -4.072
N -0.412 1.217 -3.806
C -0.191 2.649 -3.872
C -1.494 0.823 -4.682
C -1.945 -0.617 -4.490
N -2.367 -0.922 -3.138
C -2.410 -2.356 -2.927
C -3.631 -0.309 -2.794
H 1.187 0.692 -5.099
H 0.692 -0.581 -3.953
H 1.585 0.823 -3.368
H 0.143 2.972 -4.877
H 0.566 2.945 -3.144
H -1.112 3.183 -3.631
H -1.208 0.948 -5.747
H -2.329 1.506 -4.507
H -1.130 -1.299 -4.742
H -2.762 -0.814 -5.215
H -3.167 -2.842 -3.574
H -2.669 -2.563 -1.888
H -1.427 -2.776 -3.133
H -4.458 -0.689 -3.427
H -3.582 0.774 -2.914
H -3.866 -0.518 -1.752
N 3.691 -1.198 -3.646
C 3.725 -0.899 -2.307
N 4.110 -1.945 -1.503
O 3.488 0.216 -1.851
H 3.459 -2.170 -3.858
H 3.168 -0.521 -4.177
H 3.883 -2.871 -1.860
H 3.924 -1.775 -0.526

Cartesian forces (eV/Å) of the 3 atoms listed first:
-0.6 -0.4 -0.2
0.1 -0.1 0.0
0.0 0.1 -0.1

## Properties
Gap between HOMO and LUMO: 5.567 eV
Lowest unoccupied orbital energy: 3.773 eV
ΔE to the lowest compared entry with this formula, charge and spin: 0.0 kJ/mol
Spin multiplicity: 1
Strongest force on any atom: 0.80 eV/Å
Molar mass: 920.91 g/mol
Net charge: -2
Calculated total energy: -2608.96301 a.u.